ORCA calculation (ωB97M-V/def2-TZVPD) on a structure of composition C29H46N5O5P2SV.

Geometry as XYZ:
```
89
Properties=species:S:1:pos:R:3:forces:R:3:lowdin_charge:R:1
V 0.55290 -0.21580 -0.48190 -2.4 0.6 2.2 0.537
C 2.46410 3.64230 2.42530 -0.1 -0.1 0.4 -0.029
N 2.06200 3.25120 1.09130 -0.2 -0.4 -0.3 -0.122
C 2.56020 4.05050 -0.01050 0.0 0.0 -0.3 -0.014
C 1.36900 2.12850 0.83150 0.4 0.5 0.6 -0.395
O 1.13360 1.75300 -0.31430 -0.1 0.5 -0.4 -0.038
C 0.94170 1.30480 2.04490 0.4 0.2 0.1 -0.087
O 0.14380 0.19480 1.67880 -0.1 0.1 -0.2 -0.214
C -1.18640 0.24550 2.15010 -0.3 0.1 0.1 -0.113
C -2.02020 1.19870 1.27640 0.0 -0.1 0.4 -0.462
O -1.50340 1.70030 0.29560 0.2 0.0 -0.1 0.060
N -3.29740 1.42360 1.63120 -0.2 0.0 0.0 -0.142
C -4.11600 2.26690 0.78260 0.1 0.1 -0.2 -0.023
C -3.92270 1.01520 2.86720 -0.1 0.0 0.2 -0.043
H 3.14660 4.48470 2.35490 0.0 0.0 0.0 0.097
H 1.61150 3.95070 3.03520 0.0 0.0 0.0 0.099
H 2.98520 2.83000 2.93650 0.0 0.1 0.0 0.099
H 2.21190 5.07980 0.08130 0.0 0.0 0.0 0.100
H 3.65260 4.03890 -0.01940 0.0 0.0 0.0 0.101
H 2.18720 3.62540 -0.94030 0.1 0.1 0.1 0.090
H 1.85290 0.90180 2.51440 -0.2 0.2 -0.1 0.149
H 0.41420 1.94240 2.76290 0.1 -0.1 -0.1 0.143
H -1.59490 -0.76420 2.02990 0.1 0.2 0.2 0.097
H -1.18380 0.52950 3.21130 -0.1 -0.1 -0.2 0.137
H -3.63830 2.34240 -0.19190 -0.1 0.1 0.1 0.089
H -5.10490 1.82180 0.67070 0.0 0.0 0.0 0.092
H -4.22310 3.26740 1.20880 0.0 0.0 0.0 0.100
H -3.28160 0.35990 3.44780 0.0 0.0 0.0 0.082
H -4.16810 1.89530 3.46990 0.0 -0.1 0.0 0.101
H -4.85130 0.48160 2.65670 0.0 0.0 0.0 0.083
C -4.42410 -1.89920 0.94280 0.3 0.1 -0.2 -0.288
P -2.93080 -1.68170 -0.14290 -0.9 -0.9 0.4 0.907
C -3.84500 -1.85290 -1.73910 0.2 0.2 0.2 -0.273
C -2.32750 -3.44160 0.00940 -0.1 0.3 0.0 -0.422
C -1.05210 -3.67820 -0.78110 0.2 0.1 0.0 -0.400
P 0.34610 -2.56530 -0.29320 0.2 -1.7 0.1 0.842
C 1.67790 -3.41260 -1.23320 -0.1 0.1 0.1 -0.233
C 0.71140 -3.16020 1.40780 -0.1 0.1 -0.1 -0.224
H -4.97150 -2.80650 0.69240 -0.1 -0.1 0.0 0.040
H -5.08030 -1.04390 0.78810 -0.1 0.1 0.1 0.026
H -4.13430 -1.94400 1.99160 0.0 0.0 0.1 0.031
H -4.57600 -2.66040 -1.68950 0.0 0.0 0.0 0.045
H -3.14700 -2.03560 -2.55030 0.1 0.0 -0.1 0.021
H -4.35390 -0.91160 -1.93990 -0.1 0.0 -0.1 0.039
H -3.11590 -4.12220 -0.32600 0.0 0.0 0.1 0.083
H -2.14980 -3.64110 1.06930 0.0 0.0 0.0 0.072
H -1.23770 -3.49360 -1.84430 0.1 -0.1 0.0 0.078
H -0.70880 -4.71410 -0.66530 -0.1 0.1 -0.1 0.087
H 1.66920 -4.48810 -1.05680 0.0 0.0 0.0 0.049
H 2.63400 -2.99400 -0.92580 0.0 0.0 -0.1 0.024
H 1.53220 -3.22750 -2.29710 0.1 0.0 -0.1 0.042
H 0.77160 -4.24890 1.44360 0.0 0.0 0.0 0.055
H -0.06160 -2.81740 2.09530 0.0 0.0 0.1 0.032
H 1.66170 -2.72730 1.72380 -0.1 0.0 0.0 0.032
C 7.86540 -4.49370 -1.06110 -0.1 -0.1 -0.2 -0.049
C 9.04850 -4.31600 -0.15090 -0.2 0.3 0.0 -0.742
O 9.95630 -5.08820 -0.06240 0.1 -0.1 -0.1 0.025
S 9.13500 -2.81230 0.83200 0.0 0.2 0.2 1.030
C 7.47620 -2.15750 0.77690 0.4 -0.1 0.2 -0.556
C 7.24370 -0.89290 0.25150 0.1 -0.2 0.0 -0.092
C 5.95260 -0.41120 0.17080 -0.2 0.0 0.1 -0.031
C 4.87510 -1.19280 0.60270 0.5 -0.2 0.1 -0.252
C 5.13350 -2.43450 1.19720 0.0 0.1 0.0 -0.021
C 6.42390 -2.90470 1.29590 0.1 0.1 0.0 -0.101
C 3.53260 -0.79850 0.37700 -0.2 0.2 0.1 -0.104
C 2.35940 -0.59410 0.10420 1.8 -0.4 0.5 -0.171
H 7.32070 -5.38460 -0.74770 0.0 0.0 0.0 0.096
H 8.24340 -4.67450 -2.06740 0.1 -0.1 0.0 0.094
H 7.19790 -3.63680 -1.07250 0.0 -0.1 -0.1 0.057
H 8.07810 -0.31060 -0.10670 0.1 0.1 -0.1 0.107
H 5.75790 0.56730 -0.24470 0.0 0.1 -0.1 0.112
H 4.30850 -3.02740 1.56730 0.0 0.0 0.0 0.112
H 6.63000 -3.86370 1.74540 0.0 -0.1 0.1 0.117
C -2.17390 0.64020 -4.43470 -0.6 0.0 0.0 0.003
N -0.80200 0.35500 -4.07370 0.4 0.1 -0.2 -0.030
C 0.19890 0.43580 -4.98830 0.7 -0.1 0.6 -0.011
C 1.48960 0.18880 -4.62950 -0.4 0.2 -0.5 0.018
C 1.76280 -0.13500 -3.27710 0.4 -0.2 0.4 -0.318
N 0.75860 -0.23470 -2.39800 0.9 0.2 -2.4 0.039
C -0.52190 -0.00360 -2.76310 -0.2 0.0 -1.2 -0.489
O -1.41540 -0.11820 -1.93750 0.0 0.3 0.4 -0.038
N 3.01090 -0.37720 -2.83800 -0.7 0.3 -0.2 0.211
H -2.20300 1.36650 -5.24690 0.1 -0.1 0.1 0.100
H -2.68270 1.04910 -3.56150 0.0 0.0 -0.1 0.099
H -2.68680 -0.27400 -4.74440 0.0 0.1 0.0 0.105
H -0.08330 0.72380 -5.98770 0.0 0.0 -0.1 0.139
H 2.28990 0.25750 -5.34530 0.0 0.0 -0.1 0.115
H 3.79220 -0.18120 -3.43950 0.0 -0.1 0.0 0.121
H 3.14240 -0.45610 -1.82640 0.1 -0.1 0.0 0.062
```
Positions in Å, forces in eV/Å.

Output
2S+1: 4
⟨S²⟩: 3.77
Net charge: +1
E_LUMO (spin up / spin down): -2.110 / -2.276 eV
Electronic energy: -3807.3809 a.u.

ORCA calculation (ωB97M-V/def2-TZVPD) on a cluster of 9 separate species, C23H64O9 in total.

Geometry as XYZ:
```
96
Properties=species:S:1:pos:R:3:forces:R:3:lowdin_charge:R:1
C -0.87996 -0.73037 -4.04390 0.1 -0.1 -0.1 -0.145
O -1.25006 0.59076 -3.68695 0.0 0.3 0.2 -0.142
H -0.92070 -0.84701 -5.12920 0.1 -0.2 0.0 0.082
H 0.11875 -0.97524 -3.66692 0.0 -0.1 -0.1 0.062
H -1.58680 -1.41871 -3.59081 0.0 0.0 0.1 0.083
H -0.61187 1.18572 -4.09419 -0.1 0.1 0.0 0.066
C -0.66790 -0.07094 -0.10869 2.1 -0.7 0.9 0.006
O 0.64473 -0.90291 0.11570 -3.0 1.1 -0.7 -0.197
H -1.47000 -0.66483 0.33034 0.1 -0.1 -0.3 0.067
H -0.54847 0.82894 0.49760 0.0 -0.1 -0.2 0.052
H -0.86675 0.21399 -1.15449 0.4 -0.5 0.3 0.072
H 1.33300 -0.41181 -0.36384 0.2 0.2 -0.1 0.017
C -0.54409 -4.42778 2.62102 -0.1 -0.3 -0.5 -0.057
C -0.90469 -2.95467 2.65725 -0.2 -0.2 -0.3 -0.530
C -1.58700 -2.61084 3.95242 -0.3 0.0 0.3 -0.067
O 0.26092 -2.17015 2.56128 0.3 0.3 0.6 -0.051
H -0.06330 -4.61934 1.65849 -0.1 -0.2 0.0 0.063
H -1.45567 -5.03837 2.69998 0.3 0.0 0.0 0.083
H 0.15878 -4.71792 3.41242 -0.2 0.3 0.0 0.086
H -1.60396 -2.74651 1.82008 0.3 0.0 0.2 0.130
H -1.81020 -1.54330 4.00134 0.1 0.0 0.1 0.065
H -0.92070 -2.89376 4.77107 -0.1 0.2 0.1 0.084
H -2.52675 -3.16686 4.06574 0.2 0.1 0.0 0.083
H 0.47006 -1.88493 1.66675 -0.1 0.0 -0.4 0.034
C -4.65104 0.30875 3.00342 0.2 -0.1 0.0 -0.061
C -4.64723 -0.01824 1.53120 -0.5 0.6 -0.7 -0.466
C -4.94531 -1.47265 1.20919 -0.3 0.3 -0.8 -0.057
O -5.69418 0.85361 0.94203 1.0 -0.7 0.8 -0.068
H -4.46375 1.37232 3.13843 0.0 0.0 0.1 0.068
H -3.87367 -0.25952 3.53134 -0.2 0.1 -0.1 0.072
H -5.62756 0.06480 3.41853 0.0 0.0 0.1 0.086
H -3.66306 0.24161 1.08178 -0.5 0.0 0.2 0.119
H -5.95164 -1.75406 1.54792 0.3 0.0 0.0 0.090
H -4.19041 -2.18705 1.53548 0.0 0.1 0.4 0.067
H -4.92189 -1.52914 0.11622 -0.2 -0.3 0.0 0.077
H -5.82882 0.64415 0.01410 0.2 -0.2 -0.1 0.074
C 2.07474 -3.77074 -0.95444 0.9 -0.3 0.3 -0.059
C 1.05993 -3.55965 -2.01354 -0.8 0.6 -0.5 -0.529
C 0.72256 -4.82829 -2.76385 0.1 -0.5 0.2 -0.052
O -0.15111 -3.05188 -1.47672 -0.4 -0.1 -0.2 -0.064
H 1.70748 -4.43393 -0.16793 0.0 0.0 0.0 0.085
H 2.37669 -2.81827 -0.51596 0.1 -0.1 0.1 0.053
H 2.93635 -4.24432 -1.43738 0.2 0.1 0.3 0.091
H 1.48674 -2.82362 -2.73250 -0.3 -0.2 0.1 0.120
H -0.24378 -4.73573 -3.24577 -0.1 0.1 -0.3 0.076
H 0.64942 -5.69621 -2.09028 0.1 0.3 0.0 0.087
H 1.50032 -5.04024 -3.49948 -0.1 -0.1 -0.1 0.080
H 0.04082 -2.27598 -0.92630 0.3 0.0 0.1 0.030
C -1.67969 2.66905 2.41083 0.4 0.1 0.3 -0.047
C -1.39641 4.06286 2.95589 0.3 0.1 -0.4 -0.439
C -0.34024 4.03946 4.06304 -0.2 0.1 -0.2 -0.057
O -0.90678 4.84264 1.82135 -0.1 -0.1 0.4 -0.083
H -0.71531 2.24634 2.11126 -0.1 -0.1 0.0 0.075
H -2.34752 2.64970 1.55402 -0.1 0.3 -0.1 0.072
H -2.11208 2.03815 3.18783 0.1 0.0 0.0 0.077
H -2.30702 4.54487 3.32649 0.0 -0.1 0.0 0.139
H -0.66375 3.41439 4.89655 0.0 0.0 0.0 0.082
H -0.19093 5.04733 4.45171 0.1 0.0 0.0 0.074
H 0.61614 3.65918 3.68186 -0.2 0.1 0.0 0.087
H -0.79403 5.76511 2.08653 0.0 -0.2 0.1 0.101
C 3.11498 2.48861 -2.52863 0.1 -0.4 0.5 -0.036
C 2.49251 1.09110 -2.51475 -0.7 0.7 1.1 -0.444
C 3.24736 0.10712 -3.33133 0.6 -0.3 -0.3 -0.050
O 2.40739 0.62748 -1.13012 -0.5 0.3 -1.0 -0.081
H 4.12404 2.42001 -2.10620 0.0 0.0 0.0 0.080
H 2.53704 3.17632 -1.89876 0.1 -0.1 -0.3 0.078
H 3.22529 2.87046 -3.53814 -0.2 0.1 -0.2 0.082
H 1.44391 1.13933 -2.84231 0.2 0.0 0.1 0.116
H 3.28885 0.41163 -4.37752 -0.1 0.0 -0.1 0.090
H 2.80384 -0.88558 -3.25692 0.1 0.0 0.0 0.068
H 4.27141 0.08804 -2.95105 0.0 -0.2 -0.1 0.079
H 3.24538 0.79998 -0.69668 0.8 0.0 0.1 0.044
C 4.16434 -1.07031 1.42007 0.0 0.3 0.0 -0.030
C 5.30662 -0.70368 0.46508 -0.1 1.2 0.4 -0.404
C 5.45939 -1.58661 -0.73199 0.1 0.4 -0.9 -0.061
O 5.10329 0.69976 -0.07241 0.0 -1.2 1.0 -0.105
H 3.74544 -2.04595 1.19174 0.0 -0.1 0.1 0.071
H 3.36175 -0.34894 1.29998 -0.3 0.0 -0.1 0.069
H 4.42229 -1.03012 2.48184 0.2 -0.1 -0.2 0.083
H 6.26076 -0.67870 0.99834 -0.1 0.1 0.0 0.130
H 6.12521 -1.04333 -1.41049 0.1 -0.3 -0.1 0.085
H 4.51957 -1.70541 -1.26967 -0.1 -0.1 0.1 0.061
H 5.89376 -2.56755 -0.52485 -0.1 0.2 0.2 0.093
H 5.05663 1.26252 0.71985 0.1 -0.1 -0.4 0.098
C -2.73530 3.68997 -2.69524 0.2 0.1 0.0 -0.050
C -2.03207 3.49839 -1.35606 -0.5 -0.7 -0.1 -0.507
C -0.51297 3.57082 -1.43941 -0.1 0.3 0.2 -0.050
O -2.57275 4.46179 -0.47307 0.2 0.4 0.1 -0.060
H -2.51740 2.86433 -3.36713 0.1 -0.1 -0.1 0.056
H -2.41074 4.62567 -3.16251 0.0 0.0 0.0 0.084
H -3.81995 3.73327 -2.56360 0.2 0.0 0.1 0.082
H -2.31709 2.49424 -0.98270 0.1 0.1 -0.1 0.122
H -0.04896 3.24315 -0.49646 -0.1 -0.1 -0.3 0.075
H -0.24599 4.61730 -1.57243 0.2 0.2 -0.1 0.086
H -0.10982 3.01246 -2.29178 -0.1 -0.1 0.3 0.063
H -1.92937 4.68447 0.21994 -0.1 -0.2 0.0 0.040
```
Positions in Å, forces in eV/Å.

Output
E_LUMO: 0.437 eV
Electronic energy: -1591.8257 a.u.
ΔE to the lowest compared entry with this formula, charge and spin: 3.3 kcal per mole

ORCA calculation (ωB97M-V/def2-TZVPD) on an isolated molecule of C4H12N3.

Geometry as XYZ:
```
19
Properties=species:S:1:pos:R:3:forces:R:3:lowdin_charge:R:1
C -0.91036 1.26166 1.03900 0.5 -0.9 -0.4 -0.273
C -0.18044 -0.11215 1.21698 -0.1 0.8 -0.3 -0.195
C 0.23428 -0.69473 -0.09371 0.1 0.0 -0.2 -0.399
C -0.09180 -1.95212 -0.48984 0.0 0.0 0.7 -0.236
N -0.15615 -2.42241 -1.80305 0.6 2.0 0.1 0.014
N 1.19497 0.16323 -0.79359 -0.2 0.7 -0.2 0.005
N 0.10475 2.25272 0.53920 0.3 -0.5 0.0 -0.011
H -1.59543 1.20118 0.18276 -0.3 -0.1 0.7 0.094
H -1.34336 1.61665 1.97804 -0.2 0.1 -0.1 0.091
H -0.85549 -0.81501 1.71702 0.3 0.2 0.3 0.110
H 0.68994 0.20560 1.83374 -0.2 -0.8 0.1 0.100
H -0.48135 -2.59242 0.28888 -0.4 -0.2 0.1 0.090
H -0.09538 -3.38422 -1.95534 -0.2 -1.3 -0.3 0.044
H -0.73923 -1.87122 -2.42946 0.1 -0.3 0.0 0.064
H 2.16037 -0.21827 -0.84730 -0.2 0.0 0.5 0.090
H 0.94920 0.27287 -1.75405 -0.3 0.0 -0.7 0.057
H 0.88278 2.40156 1.20725 -0.5 -0.1 0.1 0.097
H -0.41738 3.15216 0.46772 0.8 -0.5 -0.8 0.111
H 0.65008 1.53490 -0.30426 -0.2 0.8 0.4 0.145
```
Positions in Å, forces in eV/Å.

Output
2S+1: 2
⟨S²⟩: 0.76
E_LUMO (spin up / spin down): 0.937 / 0.840 eV
Electronic energy: -323.6967 a.u.
ΔE to the lowest compared entry with this formula, charge and spin: 64.9 kcal per mole

| no. | strongest force on any atom (eV/Å) |
| --- | --- |
| 1 | 3.33 |
| 2 | 3.28 |
| 3 | 2.10 |